{
  "formula": "C36H60N4O10S5",
  "method": "wB97M-V/def2-TZVPD",
  "symbols": ["S", "S", "S", "S", "S", "O", "O", "O", "O", "O", "O", "O", "O", "O", "O", "N", "N", "N", "N", "C", "C", "C", "C", "C", "C", "C", "C", "C", "C", "C", "C", "C", "C", "C", "C", "C", "C", "C", "C", "C", "C", "C", "C", "C", "C", "C", "C", "C", "C", "C", "C", "C", "C", "C", "C", "H", "H", "H", "H", "H", "H", "H", "H", "H", "H", "H", "H", "H", "H", "H", "H", "H", "H", "H", "H", "H", "H", "H", "H", "H", "H", "H", "H", "H", "H", "H", "H", "H", "H", "H", "H", "H", "H", "H", "H", "H", "H", "H", "H", "H", "H", "H", "H", "H", "H", "H", "H", "H", "H", "H", "H", "H", "H", "H", "H"],
  "positions_angstrom": [[-0.61070, 5.73841, 1.18180], [-5.52690, -0.97294, 0.50171], [4.71642, -3.67967, 2.56778], [1.29304, -6.76273, 1.24572], [-0.53612, 6.27997, -3.63437], [-1.07030, 6.57689, -4.95358], [0.66879, -6.95120, 2.52172], [-5.17582, -2.00154, -0.46850], [5.50947, -2.47522, 2.67644], [-0.53559, 4.79940, 0.04933], [3.77258, -3.63617, 1.45633], [0.13082, 5.47782, 2.35579], [2.71315, -6.56803, 1.17805], [-6.88309, -0.42329, 0.41588], [-0.67811, 7.26608, -2.59476], [4.42016, -1.22933, -0.80851], [-2.51366, 0.92429, -2.16820], [2.02168, 0.33222, 1.53482], [-0.13049, -1.54536, -2.85904], [5.73464, -5.16556, 2.69524], [-3.72861, 1.27042, -2.63187], [-1.23002, -1.99593, -3.48390], [3.83573, 0.48220, -2.09575], [-4.35296, 0.38534, 0.65160], [4.68791, -4.83091, 4.96788], [3.84322, -3.98106, 4.03177], [-0.10113, 3.67801, -3.68681], [-2.33943, 6.00223, 1.47753], [1.30475, 4.32315, -3.49012], [0.55554, -5.37090, 0.42877], [-3.04887, 2.76891, -1.02562], [-0.11463, 0.24872, 2.03530], [-0.26051, 7.37887, 0.56372], [0.09246, -7.29630, -1.05168], [0.80022, -8.01705, 0.10394], [-4.75173, 1.02868, 1.92863], [4.96106, 0.87854, -1.24166], [-1.09450, 4.63939, -3.06050], [-2.64256, 7.10423, 0.44722], [3.58634, -0.85754, -1.79603], [-2.12338, 1.78652, -1.20430], [0.90806, 1.10122, 1.72609], [-2.17387, -2.28752, -2.60404], [0.39301, -1.12776, 1.95054], [1.74939, -0.98441, 1.65611], [5.24558, -0.18154, -0.45850], [5.21872, -5.90229, 3.95909], [-5.24348, -1.44245, 2.20679], [0.58893, -5.83727, -1.04417], [-4.10099, 2.41603, -1.85763], [-1.57384, -2.13692, -1.23872], [-0.29045, -1.64724, -1.52473], [-5.25532, -0.09005, 2.90328], [1.20080, 5.75712, -3.97487], [-1.53931, 8.19199, 0.55522], [-1.20512, -2.05607, -4.58927], [0.74829, -1.32517, -3.32173], [2.57227, -1.71394, 1.61469], [4.52453, -6.63369, 3.59900], [-1.59736, 8.87545, -0.23711], [2.97902, -4.49982, 3.61641], [-0.15613, 2.65742, -3.33668], [3.27908, 0.97266, -2.91481], [-3.37509, -0.12724, 0.52719], [-1.00996, -7.32140, -0.89473], [4.37720, -2.07756, -0.28489], [-2.01678, -2.33350, -0.26216], [0.14280, 7.23591, -0.49211], [-0.36427, 3.64392, -4.75782], [5.90969, -0.33204, 0.40711], [-3.09034, -2.79632, -2.83654], [5.57177, -4.38999, 5.43224], [5.37753, 1.82668, -1.23369], [-2.85340, 5.06860, 1.25506], [-0.10792, -2.04841, 2.08034], [2.86890, -1.50660, -2.24114], [2.97790, 0.74910, 1.51667], [1.59609, -5.76667, -1.44194], [-1.15718, 1.54453, -0.77559], [-2.94997, 3.72441, -0.58341], [1.53246, 4.30154, -2.36918], [-1.15039, 4.76065, -1.92464], [6.08925, -6.32716, 4.38139], [-0.00429, -5.19201, -1.70433], [3.59660, -3.04086, 4.51222], [-4.61046, 0.98050, -0.22454], [-5.57085, 1.79240, 1.83201], [-1.11175, 0.55565, 2.09440], [-6.18374, 0.13870, 3.45038], [1.64882, -8.69030, -0.11797], [-4.18031, 0.66077, -3.41559], [0.36465, -7.83814, -1.99368], [-2.06432, 0.05837, -2.32563], [4.06380, -5.28809, 5.73376], [-4.85499, 3.07982, -2.32972], [1.19224, 5.85165, -5.05793], [1.21392, -4.52087, 0.64534], [6.76425, -4.78522, 2.70035], [-2.54387, 6.57598, -0.53676], [-6.00393, -2.09658, 2.58600], [-4.53101, -0.28843, 3.71756], [2.13932, 3.89472, -3.96431], [-2.44679, 6.26929, 2.50331], [-3.98668, 1.62554, 2.40255], [-3.65050, 7.48325, 0.42591], [-1.70487, 8.80673, 1.42449], [0.12746, -8.66416, 0.63934], [-4.24763, -1.85213, 2.28314], [0.31949, -1.14250, -0.78465], [0.54343, 7.82853, 1.21171], [-2.10880, 4.57019, -3.43838], [0.86175, 2.18519, 1.65668], [5.65072, -5.72547, 1.80464], [1.92079, 6.35704, -3.42032], [-0.44143, -5.13329, 0.74111]],
  "atomic_forces_ev_per_a": [[-0.7, -0.4, -2.7], [-1.3, -0.5, -0.3], [0.1, 1.2, -1.1], [-0.3, 0.9, 0.5], [0.6, -0.9, -1.1], [-0.2, -0.1, 0.6], [-0.1, -0.3, 0.6], [0.3, 0.8, 0.7], [0.6, -0.3, 0.3], [0.2, 0.7, 1.2], [0.4, -0.7, 0.2], [0.9, -0.5, 1.6], [0.7, -0.3, 0.0], [1.2, -0.3, 0.2], [0.0, 0.2, 0.4], [0.6, 0.2, 0.5], [-0.6, 0.5, 0.5], [1.9, 1.8, -0.1], [1.8, 0.4, -0.1], [0.1, 1.0, 0.4], [-0.7, 1.0, 1.0], [0.7, 0.4, -3.4], [0.4, -1.1, 0.0], [-0.6, -1.1, -1.8], [-0.2, -1.6, -1.7], [-0.4, 0.7, 1.4], [0.5, 0.4, -0.7], [-0.2, 0.2, -0.8], [-1.4, 0.4, 2.0], [0.9, 0.2, -1.3], [0.1, -0.3, -0.5], [1.0, -1.8, -0.9], [2.1, 0.9, -0.6], [0.3, -0.5, -0.7], [-0.1, -1.0, 0.0], [-1.2, 0.8, 1.6], [-2.4, -0.7, -1.4], [-0.4, 1.3, 1.3], [0.3, -0.6, -1.0], [0.0, 1.9, -0.4], [2.2, -0.6, 0.6], [-0.4, -0.2, 0.4], [-0.9, -1.6, 3.4], [1.3, 2.4, -0.2], [-0.4, -1.1, 0.6], [0.3, -1.3, 1.2], [1.0, 1.3, -0.4], [-0.5, 0.6, -0.5], [-0.4, 0.5, -0.3], [-1.4, -0.3, -4.2], [0.6, 0.4, -2.7], [-1.6, 0.2, 2.4], [0.9, -0.2, 1.6], [-0.8, 0.3, 0.9], [-1.0, -1.7, 0.6], [-0.3, 0.0, 0.9], [-0.6, 0.0, 0.3], [-0.7, 0.4, -0.1], [-0.6, -0.4, 0.3], [0.1, 0.7, -1.5], [-0.3, -0.2, 0.7], [-0.1, -0.1, 0.4], [0.7, 0.1, 0.8], [-0.3, 0.7, 0.4], [0.8, -0.1, -0.2], [-0.1, -0.5, 0.2], [0.1, 0.2, -0.5], [-0.6, 0.2, 1.4], [0.3, 0.0, 0.2], [-0.3, 0.3, -0.8], [-0.3, 0.3, 0.1], [-0.4, 0.6, -0.1], [0.9, 1.5, 0.2], [0.0, 0.0, 0.1], [-0.5, -0.6, 0.2], [-0.2, -0.5, 0.0], [-1.3, -0.8, -0.3], [0.3, -0.2, 0.1], [-0.1, 0.6, 0.3], [0.2, 0.4, 0.8], [-0.3, 0.1, -1.4], [0.5, -0.6, -1.6], [0.7, -1.1, 0.5], [-0.1, -0.1, 0.3], [-0.4, 0.3, -0.4], [0.5, 0.1, 0.0], [0.5, -1.0, -0.5], [-1.3, 0.3, 0.4], [0.1, 0.0, -0.8], [-0.1, 0.8, -0.3], [-0.2, 0.5, 0.4], [-0.5, 0.7, 0.6], [0.4, -0.9, -0.3], [0.1, 0.0, 0.0], [0.2, -0.4, 1.1], [0.6, 0.1, 0.0], [-0.1, -0.2, -0.1], [-0.2, -0.1, 0.5], [0.1, 0.6, 0.5], [-0.3, -0.5, -0.1], [-0.1, 0.7, -0.2], [0.8, -1.1, -0.8], [-0.3, 0.4, 0.8], [0.7, -0.2, 0.0], [-0.4, 0.2, 0.5], [0.2, -0.1, 0.8], [-0.5, -0.1, 0.3], [0.2, -0.5, -0.2], [0.6, -0.4, -0.3], [-0.7, -0.6, -0.6], [-0.1, -0.3, -0.1], [0.4, -0.3, 0.0], [-0.4, -0.7, -1.0], [-0.1, 0.5, -0.5], [-0.6, -0.2, 0.4]],
  "mulliken_charge": [1.02, 1.09, 1.10, 1.31, 1.10, -0.73, -0.75, -0.65, -0.78, -0.46, -0.49, -0.79, -0.62, -0.71, -0.59, 0.06, 0.47, 0.19, 0.30, -0.86, -0.55, -0.65, 0.01, 1.03, -0.62, -0.64, -0.56, -0.56, -0.44, -0.16, 0.34, -0.73, -0.48, -0.61, -0.82, -0.66, -0.83, 0.39, -0.28, -0.71, -0.85, -1.28, -1.23, -0.71, -0.30, -0.59, -0.72, -0.77, -0.60, -1.51, 0.28, -0.76, -0.64, -0.94, -0.87, 0.42, 0.18, 0.36, 0.34, 0.44, 0.30, 0.15, 0.39, -0.28, 0.29, 0.25, 0.51, 0.18, 0.38, 0.40, 0.52, 0.31, 0.49, 0.17, 0.66, 0.48, 0.33, 0.35, 0.56, 0.30, 0.16, -0.71, 0.37, 0.25, 0.49, -0.58, 0.39, 0.84, 0.32, 0.38, 0.46, 0.32, 0.48, 0.34, 0.34, 0.44, -0.11, 0.47, -0.03, 0.48, 0.29, 0.43, 0.42, 0.39, 0.47, 0.38, 0.35, 0.33, 0.30, 0.40, 0.58, 0.70, 0.40, 0.40, 0.40],
  "lumo_ha": 0.0151,
  "e_tot_ev": -118912.33848,
  "gap_ha": 0.3119,
  "e_homo_ev": -8.08,
  "smiles": "O=S1(=O)CCCC1.O=S1(=O)CCCC1.O=S1(=O)CCCC1.O=S1(=O)CCCC1.O=S1(=O)CCCC1.c1cc[nH]c1.c1cc[nH]c1.c1cc[nH]c1.c1cc[nH]c1",
  "de_lowest_kcal_mol": 57.0
}